ORCA calculation (ωB97M-V with the def2-TZVPD basis set) on a cluster of 2 separate species, C2H6Cl3NP in total at a distorted geometry.

net charge: +1
frontier orbital gap: 10.06 eV

Last column: Löwdin charge in e.
CARTESIAN COORDINATES (ANGSTROEM)
C -0.4568 -0.7744 0.4402  0.043
C 1.3700 0.6458 -0.1565  -0.109
N 0.1515 -0.0326 -0.4029  -0.353
P -0.9078 0.6494 -1.9601  0.259
Cl -1.5645 -1.2494 -2.2376  0.296
Cl 0.4731 0.8729 -3.3238  0.332
Cl -3.3972 1.5530 0.9419  0.300
H 0.1726 -0.8904 1.3356  0.134
H -1.4206 -1.1686 0.3790  0.051
H -3.2586 1.8110 -0.3046  -0.277
H 1.8149 0.7775 0.8390  0.117
H 2.0693 -0.0586 -0.6974  0.130
H 1.3365 1.6024 -0.6944  0.075

ORCA calculation (ωB97M-V with the def2-TZVPD basis set) on a cluster of 2 separate species, C2H5NOS in total at a distorted geometry.

frontier orbital gap: 9.15 eV

Last column: Löwdin charge in e.
CARTESIAN COORDINATES (ANGSTROEM)
C 2.0724 0.5019 0.4213  -0.294
C 1.3302 -0.4813 0.7566  -0.009
N -1.7089 0.5732 -0.1082  -0.517
O 2.5721 1.3896 -0.1326  0.165
S -1.4268 0.3295 -1.5553  0.706
H 0.7309 -0.8568 -0.0244  0.005
H 1.3336 -0.8926 1.7948  0.090
H -0.6692 -0.8002 -1.3651  -0.067
H -2.3279 1.3564 -0.0166  -0.037
H -2.4414 -0.5332 -2.2875  -0.042

Number 1: highest occupied orbital energy -15.0 eV, total energy -1856.2333 hartree. Number 2: highest occupied orbital energy -8.7 eV, total energy -607.2318 hartree.